The following is a DFT calculation (ωB97M-V with the def2-TZVPD basis set) of 10 unconnected molecules or ions with the total composition C3H26O9S in a non-equilibrium geometry.

The spin multiplicity is 2. As for the expectation value of S²: 0.75. The HOMO-LUMO gap (spin up / spin down) is 10.83 / 5.69 eV. As for the charge: +1. Its largest force on an atom is 6.80 eV/A.

Each line ends with the Löwdin charge.
Geometry (Å):
C1 -2.29295 -1.92249 0.52184  -0.103
C2 -2.87767 -0.49772 0.91251  -0.421
S1 -2.44456 -0.03870 2.59542  1.203
C3 -0.61666 -0.23092 2.65593  -0.238
H1 -1.05277 -1.90504 0.50405  0.116
H2 -2.63879 -2.32963 -0.40175  0.066
H3 -2.33874 -2.64770 1.30979  0.063
H4 -4.03929 -0.55513 0.97427  0.128
H5 -2.59823 0.13550 0.18237  0.029
H6 -0.02797 0.68614 2.76897  0.059
H7 -0.41818 -0.97669 3.29761  0.021
H8 -0.25056 -0.60850 1.70217  0.041
H9 1.29764 -3.21781 -0.13610  -0.057
H10 2.61560 -3.17099 0.32626  -0.002
O1 1.78856 -2.97388 0.55018  0.068
H11 0.91550 3.51212 0.54400  0.001
H12 -0.36693 3.22444 1.22473  0.029
O2 0.53070 3.54735 1.40951  -0.038
H13 1.59461 -0.27863 -1.65655  -0.045
H14 0.61771 0.70623 -1.96481  0.036
O3 0.80906 -0.23673 -2.09098  -0.027
H15 2.91516 2.36392 2.14329  0.083
H16 1.59247 1.62546 2.12580  0.052
O4 2.57696 1.47992 1.90981  -0.072
H17 -1.84157 2.52751 -1.64377  0.071
H18 -0.46492 2.47484 -0.90539  -0.018
O5 -1.40335 2.56980 -0.76629  -0.052
H19 -1.09582 -3.56534 -1.66384  0.121
H20 -0.16874 -2.20978 -1.90610  -0.010
O6 -0.17487 -3.09942 -1.57315  -0.074
H21 -1.36436 0.49891 -3.85270  0.061
H22 -0.81461 -0.32883 -2.67752  -0.010
O7 -1.67573 -0.13178 -3.15777  -0.105
H23 2.47723 2.83131 -1.68153  0.018
H24 2.13097 1.48955 -0.91330  0.071
O8 1.78670 2.36701 -1.32283  -0.026
H25 2.32108 -1.17073 0.06584  0.035
H26 2.50314 0.28293 0.69913  -0.013
O9 2.49419 -0.22650 -0.10908  -0.063